# 1
ORCA calculation (ωB97M-V/def2-TZVPD) on a molecular structure, C39H30As2F3FeN4O3SSe at a distorted geometry.

Atoms and positions in Å:
Fe  -15.98  17.32  -0.95
Se  -17.30  10.50  -4.32
N  -18.32  11.93  -3.93
C  -17.54  12.72  -3.24
C  -17.96  14.06  -2.87
C  -19.03  14.64  -3.53
C  -19.28  15.97  -3.42
C  -18.40  16.72  -2.67
N  -17.38  16.19  -2.00
C  -17.14  14.89  -2.12
C  -15.86  14.36  -1.60
N  -15.18  15.17  -0.79
C  -13.98  14.80  -0.30
C  -13.46  13.56  -0.68
C  -14.15  12.75  -1.56
C  -15.39  13.13  -2.02
C  -16.17  12.28  -2.92
N  -15.83  11.15  -3.44
H  -19.60  13.99  -4.16
H  -20.08  16.42  -3.96
H  -18.47  17.78  -2.65
H  -13.48  15.40  0.47
H  -12.50  13.25  -0.23
H  -13.70  11.81  -1.90
C  -16.95  18.20  2.77
C  -18.16  17.76  1.95
As  -18.00  18.58  0.19
C  -17.80  20.42  0.67
C  -16.60  21.01  0.39
C  -16.34  22.27  0.82
C  -17.33  23.00  1.49
C  -18.56  22.41  1.78
C  -18.79  21.13  1.33
C  -19.80  18.41  -0.41
C  -20.44  17.21  -0.22
C  -21.66  16.93  -0.89
C  -22.19  17.95  -1.67
C  -21.58  19.17  -1.80
C  -20.32  19.39  -1.21
As  -15.26  17.93  1.71
C  -14.55  16.53  2.87
C  -13.47  16.76  3.70
C  -13.04  15.73  4.51
C  -13.67  14.51  4.44
C  -14.82  14.29  3.67
C  -15.25  15.32  2.85
C  -14.25  19.52  2.17
C  -13.33  20.01  1.26
C  -12.73  21.24  1.54
C  -13.17  22.03  2.59
C  -14.07  21.57  3.51
C  -14.65  20.27  3.32
H  -16.86  17.58  3.64
H  -16.99  19.25  3.05
H  -19.05  18.06  2.42
H  -18.11  16.64  1.77
H  -15.81  20.47  -0.12
H  -15.38  22.70  0.59
H  -17.12  23.95  1.89
H  -19.27  22.94  2.33
H  -19.73  20.71  1.49
H  -19.94  16.43  0.38
H  -22.07  15.96  -0.87
H  -23.16  17.77  -2.14
H  -22.05  19.95  -2.40
H  -19.84  20.34  -1.40
H  -12.92  17.68  3.69
H  -12.22  15.84  5.18
H  -13.29  13.76  5.11
H  -15.36  13.36  3.73
H  -16.08  15.17  2.20
H  -13.02  19.38  0.41
H  -11.95  21.57  0.90
H  -12.77  23.00  2.75
H  -14.30  22.17  4.37
H  -15.34  19.82  4.03
F  -15.35  18.26  -5.35
C  -14.73  19.23  -4.69
F  -14.88  20.35  -5.35
F  -13.42  18.87  -4.59
S  -15.32  19.49  -2.98
O  -14.86  20.80  -2.57
O  -16.74  19.28  -3.15
O  -14.70  18.36  -2.20

The electronic energy comes out at -293426.586 eV. The expectation value of S² is 6.01. The charge is +1. The multiplicity is 5. The HOMO energy (alpha / beta) is -10.8 / -11.3 eV. As for the gap between HOMO and LUMO (alpha / beta): 0.26815 / 0.28440 Eh. The value obtained for the relative energy (zero: lowest compared OMol25 entry of this formula, charge and spin) is 0.439 eV. The calculation puts the LUMO energy (alpha / beta) at -3.464 / -3.588 eV.

Charges per atom according to Mulliken partitioning, unit e:
1. Fe 1.69
2. Se 0.26
3. N -0.82
4. C 0.64
5. C 0.77
6. C -0.55
7. C -1.60
8. C -0.42
9. N 0.23
10. C 0.38
11. C -0.28
12. N 0.23
13. C -0.39
14. C -0.99
15. C -0.79
16. C 0.45
17. C 0.67
18. N -0.84
19. H 0.58
20. H 0.62
21. H 0.79
22. H 0.54
23. H 0.43
24. H 0.53
25. C -1.78
26. C -0.86
27. As 2.01
28. C 0.02
29. C 0.19
30. C -0.80
31. C -0.83
32. C -0.90
33. C -0.54
34. C 0.20
35. C -0.34
36. C -0.90
37. C -0.45
38. C -0.78
39. C -0.50
40. As 1.01
41. C 0.07
42. C -0.35
43. C -0.72
44. C -0.59
45. C -0.78
46. C -0.13
47. C 0.24
48. C -0.30
49. C -0.71
50. C -0.54
51. C -0.97
52. C -0.44
53. H 0.85
54. H 0.55
55. H 0.67
56. H 0.42
57. H -0.12
58. H 0.59
59. H 0.46
60. H 0.52
61. H 0.59
62. H 0.25
63. H 0.51
64. H 0.38
65. H 0.41
66. H 0.52
67. H 0.42
68. H 0.45
69. H 0.41
70. H 0.43
71. H 0.26
72. H 0.36
73. H 0.43
74. H 0.47
75. H 0.47
76. H 0.50
77. F -0.20
78. C 0.41
79. F -0.18
80. F -0.22
81. S 0.89
82. O -0.52
83. O -0.56
84. O -1.05

# 2
ORCA calculation (ωB97M-V/def2-TZVPD) on 2 unconnected molecules or ions with the total composition C5H7ClF2 at a distorted geometry.

Atoms and positions in Å:
C  -2.06  -0.02  0.42
C  -0.57  0.01  0.19
C  -0.07  -1.44  0.04
F  -0.24  -1.83  -1.23
F  -0.73  -2.31  0.80
H  -2.36  -0.40  1.52
H  -2.52  0.90  0.43
H  -2.51  -0.64  -0.33
H  0.12  0.55  1.00
H  -0.25  0.58  -0.67
H  0.93  -1.48  0.27
C  2.10  2.02  -0.96
C  2.86  1.22  -0.57
Cl  3.92  -0.02  -0.04
H  1.38  2.86  -0.87

The electronic energy comes out at -23252.787 eV. The charge is 0. The HOMO energy is -10.7 eV. As for the gap between HOMO and LUMO: 0.41581 Eh. The value obtained for the relative energy (zero: lowest compared OMol25 entry of this formula, charge and spin) is 2.345 eV. The calculation puts the LUMO energy at 0.589 eV. Its SMILES is CCC(F)F.C#CCl.

Charges per atom according to Mulliken partitioning, unit e:
1. C -1.25
2. C -0.11
3. C 0.32
4. F -0.28
5. F -0.28
6. H 0.22
7. H 0.43
8. H 0.32
9. H 0.25
10. H 0.15
11. H 0.21
12. C -0.07
13. C -0.14
14. Cl -0.12
15. H 0.34

# 3
ORCA calculation (ωB97M-V/def2-TZVPD) on 3 unconnected molecules or ions with the total composition C17H39FO12P2 at a distorted geometry.

Atoms and positions in Å:
C  -5.86  -1.12  -0.32
O  -4.87  -0.16  -0.83
C  -3.97  -0.76  -1.84
O  -4.61  -1.74  -2.73
C  -3.78  -2.99  -2.59
O  -2.65  -2.98  -3.35
O  -4.19  -4.12  -1.75
C  -3.11  -4.61  -0.88
C  -2.44  -3.49  0.11
F  -2.02  -5.33  -1.61
H  -6.89  -0.92  -0.85
H  -6.03  -0.84  0.83
H  -5.52  -2.25  -0.34
H  -3.62  0.15  -2.54
H  -2.96  -1.17  -1.36
H  -3.60  -5.43  -0.17
H  -1.78  -4.08  0.89
H  -1.73  -2.72  -0.43
H  -3.33  -2.98  0.70
C  4.63  0.93  -0.43
C  3.50  0.82  -1.43
O  3.64  -0.36  -2.22
P  2.83  -1.75  -1.82
O  1.46  -1.05  -1.62
O  2.51  -2.26  -3.38
C  1.18  -2.49  -3.80
C  0.61  -1.25  -4.47
O  4.35  -2.54  -2.05
C  5.39  -2.38  -1.11
C  4.99  -2.78  0.29
H  4.58  0.12  0.31
H  4.56  1.88  0.11
H  5.60  0.88  -0.92
H  2.53  0.86  -0.91
H  3.54  1.67  -2.12
H  0.56  -2.82  -2.96
H  1.20  -3.32  -4.52
H  0.77  -0.35  -3.88
H  -0.46  -1.37  -4.65
H  1.11  -1.09  -5.44
H  5.78  -1.36  -1.15
H  6.22  -3.03  -1.43
H  4.11  -2.22  0.63
H  5.80  -2.60  1.00
H  4.73  -3.84  0.33
C  -2.71  1.31  3.22
C  -2.04  2.52  3.85
O  -0.68  2.61  3.45
P  -0.23  3.59  2.18
O  -1.04  4.82  2.67
O  1.22  4.09  2.81
C  1.48  5.48  2.99
C  1.13  5.90  4.41
O  0.67  2.22  1.63
C  0.01  1.10  1.08
C  -0.87  1.45  -0.10
H  -2.77  1.42  2.13
H  -3.73  1.19  3.60
H  -2.15  0.39  3.43
H  -2.61  3.42  3.61
H  -2.05  2.41  4.94
H  0.95  6.07  2.24
H  2.55  5.64  2.82
H  0.14  5.56  4.71
H  1.17  6.99  4.51
H  1.84  5.46  5.12
H  -0.54  0.57  1.85
H  0.79  0.41  0.74
H  -1.61  2.21  0.16
H  -1.39  0.56  -0.47
H  -0.27  1.86  -0.92

The electronic energy comes out at -64119.564 eV. The charge is 0. The HOMO energy is -10.1 eV. As for the gap between HOMO and LUMO: 0.30315 Eh. The calculation puts the LUMO energy at -1.815 eV. Its SMILES is COCOC(=O)O[C@H](C)F.CCOP(=O)(OCC)OCC.CCOP(=O)(OCC)OCC.

Charges per atom according to Mulliken partitioning, unit e:
1. C -0.45
2. O -0.30
3. C 0.36
4. O -0.29
5. C 0.60
6. O -0.42
7. O -0.27
8. C 0.31
9. C -0.62
10. F -0.30
11. H 0.23
12. H 0.19
13. H 0.15
14. H 0.27
15. H -0.27
16. H 0.25
17. H 0.37
18. H -0.04
19. H 0.26
20. C -1.25
21. C 0.31
22. O -0.39
23. P 1.03
24. O -0.65
25. O -0.34
26. C -0.14
27. C -1.02
28. O -0.35
29. C 0.01
30. C -1.09
31. H 0.23
32. H 0.43
33. H 0.30
34. H -0.17
35. H 0.30
36. H 0.16
37. H 0.37
38. H 0.20
39. H 0.33
40. H 0.32
41. H 0.12
42. H 0.33
43. H 0.30
44. H 0.35
45. H 0.32
46. C -0.98
47. C -0.27
48. O -0.33
49. P 1.04
50. O -0.74
51. O -0.34
52. C -0.32
53. C -1.03
54. O -0.28
55. C -0.13
56. C -0.71
57. H 0.16
58. H 0.43
59. H 0.25
60. H 0.31
61. H 0.31
62. H 0.34
63. H 0.36
64. H 0.26
65. H 0.35
66. H 0.28
67. H -0.01
68. H 0.31
69. H 0.56
70. H -0.18
71. H 0.31

# 4
ORCA calculation (ωB97M-V/def2-TZVPD) on 2 unconnected molecules or ions with the total composition CH6NS.

Atoms and positions in Å:
S  1.06  0.86  -2.38
H  1.62  0.45  -3.53
C  -0.64  -0.69  0.92
N  0.27  0.46  0.99
H  -1.15  -0.85  1.87
H  -0.04  -1.58  0.73
H  -1.38  -0.62  0.11
H  0.51  0.68  0.02
H  -0.26  1.28  1.28

The electronic energy comes out at -13460.407 eV. The charge is -1. The HOMO energy is -2.6 eV. As for the gap between HOMO and LUMO: 0.25215 Eh. The value obtained for the relative energy (zero: lowest compared OMol25 entry of this formula, charge and spin) is 0.101 eV. The calculation puts the LUMO energy at 4.250 eV.

Charges per atom according to Mulliken partitioning, unit e:
1. S -0.88
2. H -0.05
3. C -0.67
4. N -0.55
5. H 0.31
6. H 0.24
7. H 0.25
8. H 0.13
9. H 0.22

# 5
ORCA calculation (ωB97M-V/def2-TZVPD) on C28H34N4O3 in the gas phase.

Atoms and positions in Å:
C  -2.51  -4.57  2.25
C  -2.67  -4.05  0.82
N  -1.53  -3.26  0.43
C  -1.46  -1.91  0.50
C  -0.22  -1.46  0.08
C  0.30  -0.13  0.00
C  -0.36  1.05  0.00
N  -1.74  1.23  -0.01
C  -2.67  0.56  -0.75
O  -2.40  -0.41  -1.44
C  -4.05  1.09  -0.62
C  -4.95  0.81  -1.65
C  -6.25  1.27  -1.59
C  -6.69  2.01  -0.51
C  -8.09  2.54  -0.45
C  -5.80  2.27  0.53
C  -4.49  1.82  0.48
C  0.32  2.37  0.15
O  -0.34  3.35  0.49
N  1.63  2.44  -0.13
C  2.43  3.62  0.11
C  3.28  3.49  1.39
C  3.88  2.09  1.55
N  4.37  1.53  0.30
C  4.61  0.10  0.38
C  4.99  -0.41  -1.01
O  6.15  0.23  -1.49
C  5.95  1.62  -1.54
C  5.58  2.18  -0.17
C  0.52  -2.64  -0.27
C  1.80  -2.87  -0.76
C  2.20  -4.16  -1.00
C  1.34  -5.24  -0.78
C  0.06  -5.05  -0.30
C  -0.34  -3.74  -0.05
H  -2.42  -3.75  2.95
H  -1.62  -5.19  2.33
H  -3.38  -5.17  2.52
H  -2.77  -4.88  0.13
H  -3.56  -3.42  0.75
H  -2.27  -1.35  0.91
H  1.38  -0.10  -0.05
H  -1.97  2.18  0.29
H  -4.60  0.23  -2.49
H  -6.93  1.05  -2.40
H  -8.77  1.89  -1.01
H  -8.14  3.53  -0.91
H  -8.44  2.62  0.57
H  -6.13  2.84  1.39
H  -3.83  2.02  1.31
H  2.15  1.62  -0.38
H  1.75  4.47  0.21
H  3.08  3.77  -0.75
H  4.06  4.25  1.36
H  2.66  3.69  2.26
H  4.67  2.12  2.32
H  3.10  1.41  1.92
H  3.70  -0.40  0.73
H  5.43  -0.13  1.09
H  5.22  -1.48  -0.97
H  4.15  -0.24  -1.70
H  6.89  2.05  -1.90
H  5.15  1.86  -2.25
H  5.41  3.26  -0.25
H  6.42  2.01  0.53
H  2.47  -2.04  -0.96
H  3.20  -4.36  -1.38
H  1.69  -6.24  -0.98
H  -0.59  -5.89  -0.13

The electronic energy comes out at -41691.869 eV. The charge is 0. The HOMO energy is -7.2 eV. As for the gap between HOMO and LUMO: 0.29026 Eh. The value obtained for the relative energy (zero: lowest compared OMol25 entry of this formula, charge and spin) is 1.871 eV. The calculation puts the LUMO energy at 0.664 eV. Its SMILES is CCn1cc(/C=C(\NC(=O)c2ccc(C)cc2)C(=O)NCCCN2CCOCC2)c2ccccc21.

Charges per atom according to Mulliken partitioning, unit e:
1. C -1.02
2. C -0.85
3. N 0.32
4. C -0.84
5. C 0.57
6. C 0.09
7. C 0.04
8. N 0.14
9. C 0.02
10. O -0.63
11. C 0.65
12. C -0.64
13. C -0.61
14. C 1.00
15. C -1.46
16. C -1.03
17. C -0.36
18. C 0.97
19. O -0.79
20. N -0.05
21. C -0.85
22. C -0.88
23. C -0.92
24. N 0.65
25. C -0.95
26. C -0.63
27. O -0.43
28. C -0.73
29. C -0.71
30. C 0.24
31. C -0.02
32. C -0.83
33. C -0.68
34. C -0.87
35. C -0.03
36. H 0.29
37. H 0.31
38. H 0.39
39. H 0.40
40. H 0.37
41. H 0.61
42. H -0.40
43. H 0.44
44. H 0.47
45. H 0.37
46. H 0.38
47. H 0.28
48. H 0.37
49. H 0.35
50. H 0.50
51. H -0.04
52. H 0.45
53. H 0.33
54. H 0.43
55. H 0.42
56. H 0.44
57. H 0.38
58. H 0.66
59. H 0.32
60. H 0.36
61. H 0.32
62. H 0.36
63. H 0.31
64. H 0.40
65. H 0.29
66. H 0.42
67. H 0.41
68. H 0.39
69. H 0.34

# 6
ORCA calculation (ωB97M-V/def2-TZVPD) on a molecular structure, C2HN2O3S2 at a distorted geometry.

Atoms and positions in Å:
C  -0.40  0.63  0.41
C  0.86  0.24  0.12
N  1.91  0.96  0.45
N  1.55  1.95  1.08
O  -1.32  -2.09  0.18
O  -1.36  -0.87  -1.92
O  0.90  -1.20  -0.84
S  -0.14  2.07  1.27
S  -0.62  -1.88  -1.11
H  -1.38  0.19  0.36

The electronic energy comes out at -32882.021 eV. The charge is -1. The HOMO energy is -4.2 eV. As for the gap between HOMO and LUMO: 0.26404 Eh. The value obtained for the relative energy (zero: lowest compared OMol25 entry of this formula, charge and spin) is 1.208 eV. The calculation puts the LUMO energy at 3.011 eV.

Charges per atom according to Mulliken partitioning, unit e:
1. C -0.11
2. C 0.47
3. N -0.36
4. N -0.29
5. O -0.61
6. O -0.60
7. O -0.37
8. S 0.04
9. S 0.45
10. H 0.38

Question: Which of these has the highest electronic energy?
Answer: CH6NS

Question: Which value of charge does entry 4 give?
Answer: -1

Question: Which value of electronic energy does entry 3 give?
Answer: -64119.564 eV